(1)
Formula: C13H52BF6NO17S2V
Source: the OMol25 dataset
Level of theory: ωB97M-V/def2-TZVPD

Each line ends with the Löwdin charge.
Atoms and positions in Å:
V (3.3095, 1.2672, 2.1610)  1.3801
B (-0.5726, -0.6491, -0.1917)  -1.3396
F (-1.0114, 0.1759, 0.7987)  0.1729
F (0.7901, -0.4327, -0.2588)  0.1362
F (-0.8151, -1.9415, 0.2221)  0.1645
F (-1.3080, -0.3288, -1.3541)  0.1390
N (3.2627, 1.4531, 0.1869)  -0.2701
S (3.9150, 0.9434, -1.1951)  0.4936
O (4.9658, 1.8099, -1.6902)  -0.1547
O (3.2770, -0.1263, -1.9434)  -0.1761
F (4.9536, 0.0475, -0.4443)  -0.1820
S (2.2282, 2.3093, -0.9589)  0.5744
O (1.3359, 1.6068, -1.8295)  -0.1549
O (2.8076, 3.5247, -1.4753)  -0.1644
F (1.2676, 2.8890, 0.1872)  -0.1562
C (-2.6038, 0.9815, -4.3725)  -0.1208
O (-1.3513, 1.3531, -3.7140)  -0.1420
H (-2.3339, 0.0891, -4.9372)  0.0636
H (-3.4450, 0.6452, -3.7663)  0.0769
H (-2.8612, 1.6528, -5.1917)  0.0784
H (-1.1626, 0.5678, -3.1952)  0.0260
C (-1.5045, 3.8454, -1.4081)  -0.1301
O (-1.1991, 5.1811, -0.9941)  -0.1487
H (-0.5839, 3.3563, -1.7263)  0.0576
H (-2.0969, 3.4323, -0.5918)  0.0748
H (-2.2293, 3.9459, -2.2160)  0.0840
H (-1.9205, 5.7849, -1.1857)  0.0698
C (3.1019, 4.5563, 2.4753)  -0.0488
O (2.4963, 3.2573, 2.5234)  -0.2090
H (4.1789, 4.5522, 2.6430)  0.1026
H (2.8717, 5.0533, 1.5330)  0.1109
H (2.6949, 5.1992, 3.2558)  0.1016
H (1.5571, 3.4453, 2.5872)  0.0514
C (-2.6679, -2.7282, -3.0956)  -0.1894
O (-3.0948, -2.9110, -4.4094)  -0.1034
H (-3.2930, -1.9895, -2.5939)  0.0683
H (-2.7700, -3.6405, -2.5079)  0.0767
H (-1.6358, -2.3817, -3.0417)  0.0688
H (-3.8773, -3.4671, -4.4176)  0.0805
C (0.7597, -4.8115, -0.9624)  -0.1012
O (1.6241, -3.7511, -0.5282)  -0.1562
H (1.3632, -5.6901, -1.1903)  0.0883
H (-0.0534, -4.9885, -0.2585)  0.0809
H (0.2382, -4.3810, -1.8173)  0.0745
H (1.1637, -2.9168, -0.4118)  0.0328
C (-5.1489, -4.0709, -0.5882)  -0.1501
O (-4.2582, -4.3691, 0.4976)  -0.1292
H (-5.2869, -4.9027, -1.2790)  0.0787
H (-6.1458, -3.8103, -0.2328)  0.0747
H (-4.7212, -3.2316, -1.1366)  0.0513
H (-4.1781, -3.5820, 1.0413)  0.0316
C (1.1885, -0.5938, -5.2974)  -0.1362
O (2.1574, -0.0323, -4.4484)  -0.1181
H (0.5753, 0.2231, -5.6778)  0.0792
H (1.7408, -0.7753, -6.2194)  0.0809
H (0.7460, -1.4843, -4.8509)  0.0902
H (1.9656, -0.1589, -3.5163)  0.0206
C (4.7329, -3.5446, -0.9103)  -0.1579
O (6.0309, -2.9234, -0.8080)  -0.1209
H (4.3934, -4.0803, -0.0238)  0.0744
H (3.9549, -2.8143, -1.1327)  0.0441
H (4.6802, -4.2762, -1.7165)  0.0872
H (6.1461, -2.5281, -1.6753)  0.0735
C (-3.8103, 2.2157, 2.6261)  -0.1517
O (-4.6062, 2.7540, 3.6663)  -0.1198
H (-4.2707, 2.4173, 1.6589)  0.0856
H (-2.7998, 2.6191, 2.6921)  0.0531
H (-3.7171, 1.1523, 2.8464)  0.0741
H (-4.9233, 1.9900, 4.1535)  0.0714
C (2.7938, -1.8175, 1.7109)  -0.0446
O (3.7466, -0.7957, 2.0365)  -0.1690
H (1.7813, -1.6155, 2.0603)  0.0948
H (2.7918, -1.9794, 0.6330)  0.0727
H (3.1129, -2.7644, 2.1463)  0.1205
H (4.6051, -1.2249, 2.0512)  0.1346
C (-0.5146, 4.2065, 4.6879)  -0.1132
O (-0.1177, 4.0898, 3.3226)  -0.1367
H (-1.4428, 4.7716, 4.7721)  0.0975
H (-0.7597, 3.2419, 5.1323)  0.0814
H (0.2589, 4.6595, 5.3080)  0.0851
H (-0.2273, 4.9780, 2.9753)  0.1028
C (0.4024, 0.9044, 3.2832)  -0.0436
O (1.2546, 0.6963, 2.1497)  -0.2012
H (-0.4147, 1.5106, 2.8921)  0.0932
H (-0.0308, -0.0220, 3.6603)  0.0989
H (0.8995, 1.4583, 4.0795)  0.0946
H (0.6727, 0.3641, 1.4623)  0.0595
C (-2.0940, -2.2044, 3.2165)  -0.1417
O (-2.8666, -2.2346, 2.0321)  -0.1156
H (-2.3971, -2.9755, 3.9247)  0.0907
H (-1.0464, -2.2371, 2.9173)  0.0700
H (-2.3489, -1.2658, 3.7087)  0.0655
H (-2.2759, -1.7280, 1.4698)  0.0357

2S+1: 3
Total energy in a.u.: -4224.26406
Charge: +1
Max |F| in eV Å⁻¹: 12.2
⟨S²⟩: 2.19

=====

(2)
Formula: C17H38N4O6P
Source: the OMol25 dataset
Level of theory: ωB97M-V/def2-TZVPD

Each line ends with the Löwdin charge.
Atoms and positions in Å:
C (-2.9034, -1.0914, -1.9903)  -0.1032
C (-3.0809, 0.2061, -2.7739)  -0.2535
C (-2.1792, 1.3291, -2.2448)  -0.1829
C (-0.7622, 1.2154, -2.8217)  -0.1453
N (0.2559, 1.5110, -1.8033)  0.1181
C (1.4523, 0.9840, -1.8212)  -0.2970
N (1.9117, 0.1284, -2.7580)  0.2429
C (3.1547, -0.1527, -2.4169)  -0.2814
C (4.0591, -1.0704, -3.1499)  -0.0284
C (3.7568, -2.5305, -2.8477)  -0.3357
C (2.9089, -2.9470, -1.7283)  -0.0284
O (2.5125, -3.0322, -3.1601)  -0.0194
N (3.5201, 0.4986, -1.3028)  0.1450
N (2.4323, 1.2429, -0.8695)  -0.0185
P (2.2543, 2.2278, 0.5286)  0.4153
O (1.2211, 3.1987, 0.2302)  -0.1840
O (3.6821, 2.8175, 0.8326)  -0.0562
O (1.8881, 1.2562, 1.7085)  -0.0570
H (-3.1266, -0.9274, -0.9343)  0.0760
H (-1.8740, -1.4580, -2.0605)  0.0666
H (-3.5533, -1.8703, -2.3862)  0.0724
H (-2.8107, 0.0180, -3.8180)  0.1111
H (-4.1249, 0.5169, -2.7456)  0.1068
H (-2.5983, 2.2933, -2.5326)  0.1129
H (-2.1310, 1.2662, -1.1540)  0.1124
H (-0.6288, 1.9112, -3.6522)  0.1318
H (-0.5744, 0.2170, -3.2150)  0.1122
H (0.0371, 2.1753, -1.0683)  0.1258
H (5.1048, -0.8855, -2.9044)  0.1319
H (3.8830, -0.9141, -4.2150)  0.1451
H (4.5949, -3.1820, -3.0611)  0.1498
H (3.0563, -3.9453, -1.3392)  0.1148
H (2.1351, -2.3288, -1.2910)  0.1092
H (4.4076, 0.4710, -0.8306)  0.1756
H (4.4707, 2.2662, 0.7752)  0.0969
H (2.6111, 0.8704, 2.2276)  0.0930
C (5.1336, -0.2931, 5.9827)  -0.0716
C (5.7847, 0.0296, 4.6520)  -0.2708
O (4.9756, 0.8243, 3.7870)  -0.1920
C (4.5985, 2.1008, 4.2892)  -0.2889
C (5.7425, 3.0400, 4.6183)  -0.0663
H (4.1832, -0.8073, 5.8344)  0.0827
H (5.7905, -0.9410, 6.5628)  0.0841
H (4.9458, 0.6012, 6.5773)  0.0710
H (5.9683, -0.8886, 4.0942)  0.1169
H (6.7563, 0.5093, 4.8049)  0.1121
H (3.9337, 2.0032, 5.1532)  0.1152
H (3.9990, 2.5301, 3.4824)  0.0920
H (6.3537, 2.6670, 5.4401)  0.0741
H (5.3446, 4.0102, 4.9148)  0.0856
H (6.3926, 3.1812, 3.7532)  0.0818
C (-8.0522, 0.3715, -0.2906)  -0.0786
C (-7.9360, -0.4191, -1.5819)  -0.2797
O (-6.7856, -1.2469, -1.6572)  -0.1743
C (-6.6787, -2.2474, -0.6573)  -0.2882
C (-7.8248, -3.2430, -0.6423)  -0.0760
H (-7.1678, 0.9924, -0.1387)  0.0780
H (-8.9278, 1.0198, -0.3337)  0.0789
H (-8.1644, -0.2757, 0.5798)  0.0668
H (-7.8402, 0.2640, -2.4262)  0.1173
H (-8.8447, -1.0063, -1.7514)  0.1086
H (-6.5587, -1.7889, 0.3313)  0.1070
H (-5.7449, -2.7663, -0.8786)  0.1094
H (-8.7785, -2.7686, -0.4101)  0.0679
H (-7.6421, -4.0051, 0.1159)  0.0788
H (-7.9187, -3.7329, -1.6122)  0.0836

ΔE to the lowest compared entry with this formula, charge and spin in kJ/mol: 0.0
2S+1: 1
Total energy in a.u.: -1682.17231
Charge: +1
Max |F| in eV Å⁻¹: 2.1